No. 1
ORCA calculation (the ωB97M-V functional and the def2-TZVPD basis) on C11H25NO7PPrS4 as an isolated structure.

Properties
⟨S²⟩: 2.00
Energy above the lowest of the compared OMol25 structures with the same formula, charge and spin in kJ/mol: 0.00
LUMO level (spin up / spin down) in eV: 4.684 / 4.684
Charge: -2
HOMO-LUMO gap (spin up / spin down) in eV: 5.98 / 5.99
Spin multiplicity: 3

Element x y z (Å)
Pr1 -0.764 1.340 0.533
S1 -3.024 3.172 0.951
S2 -3.517 2.076 -0.722
S3 -4.298 0.221 -0.180
S4 -2.702 -1.095 0.017
N1 -2.431 0.510 2.631
C1 -2.059 1.088 3.917
C2 -0.570 1.357 3.992
O1 -0.006 1.287 5.094
O2 -0.039 1.665 2.866
H1 -3.348 0.796 2.326
H2 -2.429 -0.497 2.640
H3 -2.341 0.481 4.776
H4 -2.548 2.059 4.014
C3 0.288 3.878 -0.084
O3 -0.413 2.921 -0.817
H5 -0.234 4.828 -0.038
H6 1.283 4.053 -0.490
H7 0.448 3.582 0.973
C4 2.220 -3.561 0.463
C5 1.838 -2.131 0.801
C6 2.793 -1.552 1.836
C7 0.401 -2.092 1.297
O4 1.988 -1.442 -0.471
P1 1.666 0.088 -0.802
O5 2.679 0.562 -1.755
O6 1.389 0.810 0.499
O7 0.173 0.006 -1.456
C8 -0.069 -0.122 -2.918
C9 -1.553 -0.367 -3.057
C10 0.287 1.188 -3.621
C11 0.715 -1.312 -3.452
H8 2.174 -4.188 1.360
H9 3.239 -3.589 0.059
H10 1.534 -3.966 -0.290
H11 2.761 -2.164 2.742
H12 2.518 -0.528 2.102
H13 3.814 -1.558 1.442
H14 0.282 -2.748 2.162
H15 -0.287 -2.408 0.512
H16 0.127 -1.092 1.615
H17 -2.126 0.469 -2.654
H18 -1.869 -1.262 -2.523
H19 -1.771 -0.465 -4.127
H20 -0.194 2.023 -3.102
H21 -0.089 1.138 -4.650
H22 1.363 1.361 -3.628
H23 0.408 -2.231 -2.941
H24 1.792 -1.177 -3.325
H25 0.498 -1.411 -4.518



No. 2
ORCA calculation (the ωB97M-V functional and the def2-TZVPD basis) on C11H25O3PPdS4 as an isolated structure.

Properties
Energy above the lowest of the compared OMol25 structures with the same formula, charge and spin in kJ/mol: 0.00
LUMO level (spin up / spin down) in eV: -17.371 / -17.370
Charge: +4
HOMO-LUMO gap (spin up / spin down) in eV: 5.63 / 5.63
Spin multiplicity: 1

Element x y z (Å)
Pd1 0.010 0.369 0.403
C1 -1.392 2.712 -1.272
C2 0.027 2.465 -1.754
S1 1.100 2.288 -0.289
C3 2.564 1.365 -0.853
C4 3.218 0.717 0.358
S2 2.073 -0.489 1.183
C5 1.968 0.138 2.931
C6 0.523 0.319 3.381
S3 -0.255 1.631 2.379
C7 -2.046 1.319 2.425
C8 -2.705 1.948 1.202
S4 -2.073 1.231 -0.390
H1 -2.045 2.908 -2.125
H2 -1.452 3.564 -0.594
H3 0.407 3.326 -2.321
H4 0.125 1.566 -2.367
H5 3.238 2.096 -1.323
H6 2.251 0.647 -1.616
H7 3.528 1.449 1.104
H8 4.102 0.157 0.048
H9 2.541 1.063 2.999
H10 2.453 -0.618 3.551
H11 0.487 0.668 4.421
H12 -0.067 -0.598 3.306
H13 -2.409 1.781 3.352
H14 -2.221 0.242 2.490
H15 -2.567 3.029 1.165
H16 -3.778 1.745 1.222
C9 2.063 -2.941 -1.537
O1 0.849 -2.648 -0.737
P1 -0.346 -1.701 -0.912
O2 -0.478 -1.096 -2.327
C10 -0.999 -1.872 -3.532
O3 -1.604 -2.452 -0.523
C11 -2.534 -2.751 0.574
H17 2.074 -4.019 -1.659
H18 2.911 -2.607 -0.948
H19 1.994 -2.437 -2.498
H20 -0.516 -1.405 -4.381
H21 -2.075 -1.742 -3.537
H22 -0.710 -2.914 -3.430
H23 -2.247 -3.710 0.995
H24 -3.520 -2.790 0.123
H25 -2.468 -1.953 1.313



No. 3
ORCA calculation (the ωB97M-V functional and the def2-TZVPD basis) on a 2-piece molecular cluster, C11H26BF3N7OS overall.

Properties
LUMO level in eV: -3.368
Charge: +1
HOMO-LUMO gap in eV: 6.75
Spin multiplicity: 1

Element x y z (Å)
C1 -5.106 2.254 0.314
C2 -3.640 2.522 0.091
N1 -3.021 1.669 -0.964
N2 -3.628 0.466 -1.214
C3 -3.644 -0.775 -0.654
N3 -2.963 -1.125 0.444
B1 -1.994 -0.315 1.275
N4 -0.606 -0.393 0.904
O1 -2.450 0.385 2.341
C4 -3.121 -2.496 0.885
F1 -2.536 -3.342 0.037
F2 -2.486 -2.575 2.069
F3 -4.392 -2.824 1.058
N5 -4.427 -1.575 -1.361
C5 -4.911 -0.869 -2.353
N6 -4.462 0.388 -2.307
S1 -4.852 1.681 -3.351
H1 -5.416 2.859 1.154
H2 -5.717 2.537 -0.533
H3 -5.310 1.219 0.571
H4 -3.096 2.407 1.019
H5 -3.521 3.548 -0.237
H6 -2.026 1.569 -0.845
H7 -0.063 0.373 1.286
H8 -0.541 -0.288 -0.104
H9 -1.860 1.110 2.546
H10 -5.574 -1.231 -3.111
H11 -3.666 1.824 -3.974
C6 5.967 0.939 1.516
C7 4.808 -0.044 1.467
N7 3.856 0.237 0.405
C8 2.638 -0.541 0.515
C9 2.719 -2.064 0.360
C10 4.419 0.345 -0.931
C11 5.181 -0.862 -1.496
H12 5.609 1.963 1.625
H13 6.604 0.709 2.370
H14 6.592 0.883 0.625
H15 4.273 0.018 2.419
H16 5.215 -1.064 1.406
H17 1.917 -0.153 -0.215
H18 2.203 -0.326 1.497
H19 2.841 -2.362 -0.680
H20 1.791 -2.519 0.715
H21 3.535 -2.493 0.941
H22 5.090 1.207 -0.942
H23 3.614 0.616 -1.620
H24 5.838 -1.317 -0.755
H25 5.805 -0.543 -2.332
H26 4.510 -1.630 -1.876



No. 4
ORCA calculation (the ωB97M-V functional and the def2-TZVPD basis) on C11H26CuN4O6S as an isolated structure.

Properties
⟨S²⟩: 0.76
Energy above the lowest of the compared OMol25 structures with the same formula, charge and spin in kJ/mol: 84.40
LUMO level (spin up / spin down) in eV: -0.200 / -0.248
HOMO-LUMO gap (spin up / spin down) in eV: 6.71 / 6.57
Spin multiplicity: 2

Element x y z (Å)
O1 -0.798 0.328 -3.163
H1 -0.712 1.031 -3.831
Cu1 -0.539 0.157 -0.663
N1 -0.137 1.620 0.620
N2 1.256 0.767 -1.246
N3 -1.589 -0.910 0.644
N4 -0.311 -1.708 -1.260
O2 -0.776 1.814 1.732
O3 -1.892 -0.456 1.873
O4 0.655 -2.068 -2.114
O5 2.004 0.102 -2.061
C1 1.714 1.926 -0.738
C2 0.925 2.402 0.349
C3 -1.784 -2.207 0.416
C4 -1.036 -2.677 -0.716
C5 1.208 3.602 1.177
H2 1.450 3.323 2.211
H3 0.329 4.260 1.204
H4 2.048 4.169 0.767
C6 2.942 2.583 -1.259
H5 3.061 2.358 -2.324
H6 3.839 2.231 -0.729
H7 2.879 3.668 -1.129
C7 -2.542 -3.091 1.339
C8 -0.969 -4.103 -1.133
H8 -3.205 -2.494 1.973
H9 -1.862 -3.665 1.986
H10 -3.142 -3.810 0.770
H11 -0.449 -4.187 -2.092
H12 -1.980 -4.516 -1.233
H13 -0.438 -4.707 -0.386
H14 -1.492 0.519 1.872
H15 1.216 -1.186 -2.211
C9 -1.721 0.988 -2.001
H16 -1.392 1.984 -1.685
H17 -2.126 0.261 -1.269
H18 -2.644 1.200 -2.566
O6 -4.560 3.126 -0.531
H19 -5.313 2.545 -0.332
H20 -4.011 3.084 0.274
C10 3.143 -1.491 0.940
S1 1.453 -1.465 1.534
C11 1.691 -0.350 2.921
H21 3.136 -1.441 -0.153
H22 3.573 -2.445 1.266
H23 3.710 -0.653 1.354
H24 0.712 0.023 3.238
H25 2.147 -0.931 3.732
H26 2.333 0.490 2.634



No. 5
ORCA calculation (the ωB97M-V functional and the def2-TZVPD basis) on C11H26GaO17S4 as an isolated structure.

Properties
LUMO level in eV: 1.916
Charge: -1
HOMO-LUMO gap in eV: 6.41
Spin multiplicity: 1

Element x y z (Å)
O1 4.748 -0.224 2.192
C1 4.902 0.583 1.035
C2 4.682 2.074 1.276
C3 3.323 2.382 1.940
Ga1 1.850 1.710 0.668
H1 3.883 -0.078 2.586
H2 4.288 0.237 0.202
H3 5.948 0.444 0.739
H4 5.535 2.491 1.829
H5 4.657 2.525 0.278
H6 3.243 3.454 2.122
H7 3.231 1.846 2.892
H8 2.156 2.268 -0.816
H9 2.031 0.078 0.646
H10 0.362 2.116 1.137
C4 3.212 -3.410 1.492
C5 2.829 -4.207 2.720
O2 1.428 -3.968 2.879
S1 0.743 -3.788 1.446
O3 0.149 -5.020 1.052
O4 -0.008 -2.590 1.471
O5 2.085 -3.580 0.604
H11 3.327 -2.346 1.709
H12 4.118 -3.785 1.024
H13 3.363 -3.887 3.610
H14 2.978 -5.279 2.568
C6 -2.038 3.000 4.378
C7 -2.555 3.776 3.185
O6 -1.807 4.998 3.213
S2 -0.327 4.707 3.762
O7 0.543 4.521 2.668
O8 -0.058 5.629 4.811
O9 -0.638 3.269 4.394
H15 -2.475 3.365 5.312
H16 -2.204 1.930 4.289
H17 -3.618 3.995 3.253
H18 -2.342 3.259 2.247
C8 0.027 -2.172 -3.827
C9 0.709 -1.380 -2.734
O10 0.894 -0.084 -3.319
S3 -0.307 0.243 -4.311
O11 -1.278 1.039 -3.651
O12 0.237 0.643 -5.562
O13 -0.880 -1.249 -4.436
H19 0.742 -2.507 -4.583
H20 -0.526 -3.027 -3.445
H21 1.667 -1.800 -2.441
H22 0.081 -1.276 -1.848
C10 -6.486 -0.281 -3.239
C11 -6.224 -1.759 -3.028
O14 -5.506 -2.155 -4.201
S4 -4.578 -0.942 -4.705
O15 -3.263 -1.118 -4.216
O16 -4.843 -0.734 -6.084
O17 -5.290 0.207 -3.847
H23 -7.319 -0.116 -3.926
H24 -6.668 0.252 -2.309
H25 -7.137 -2.341 -2.941
H26 -5.592 -1.934 -2.156



No. 6
ORCA calculation (the ωB97M-V functional and the def2-TZVPD basis) on C11H26N4O2P2Y as an isolated structure.

Properties
⟨S²⟩: 0.79
LUMO level (spin up / spin down) in eV: -6.284 / -8.955
Charge: +2
HOMO-LUMO gap (spin up / spin down) in eV: 7.17 / 4.45
Spin multiplicity: 2

Element x y z (Å)
Y1 -0.591 0.365 0.597
P1 -2.808 -1.557 0.903
P2 -0.411 3.253 0.394
N1 0.223 -1.657 -0.151
N2 1.288 0.805 -0.611
H1 1.711 -2.399 -1.469
H2 3.115 -0.186 -1.027
H3 2.297 -2.018 0.154
C1 1.608 -1.682 -0.639
H4 1.874 -0.363 -2.277
C2 2.036 -0.323 -1.187
H5 -0.021 -3.737 -0.251
H6 2.604 2.112 -1.574
C3 -0.529 -2.755 -0.217
C4 1.686 2.044 -0.974
C5 -1.953 -2.672 -0.276
C6 1.060 3.232 -0.615
H7 -2.491 -3.497 -0.776
H8 1.543 4.153 -0.936
H9 -1.180 4.188 -0.369
H10 0.080 4.082 1.451
H11 -4.086 -1.504 0.264
H12 -3.061 -2.445 2.010
H13 -0.238 0.660 -2.585
C7 -1.303 0.392 -2.708
C8 -2.119 1.652 -2.904
C9 -1.428 -0.675 -3.773
O1 -1.782 -0.111 -1.380
H14 -1.944 2.128 -3.877
H15 -3.186 1.403 -2.848
H16 -1.900 2.387 -2.119
H17 -0.701 -1.488 -3.614
H18 -2.441 -1.108 -3.837
H19 -1.208 -0.215 -4.749
H20 -1.851 -1.153 -1.297
C10 0.548 -0.744 5.207
N3 1.640 -0.242 4.393
C11 1.507 0.153 3.126
N4 2.612 0.600 2.476
O2 0.377 0.108 2.524
H21 -0.319 -0.966 4.592
H22 0.268 -0.004 5.959
H23 0.875 -1.655 5.707
H24 2.565 -0.162 4.790
H25 2.554 0.906 1.505
H26 3.478 0.692 2.988



no.,maximum force (hartree/bohr)
1,0.06355
2,0.00954
3,0.04105
4,0.11094
5,0.01680
6,0.05845